Computed, not measured: one molecule with the formula C5H4N4O at a distorted geometry, with wB97M-V/def2-TZVPD.

SMILES: O=c1[nH]ncc2cncn12
ΔE to the lowest compared entry with this formula, charge and spin: 75.8 kcal per mole
total energy: -487.069178 Eh
frontier orbital gap: 9.6 eV
LUMO: 0.01 eV

Each line ends with the Löwdin charge.
Positions of all 14 atoms, in Å:
C (-0.6576, -1.0569, 0.9047)  -0.40
C (-1.1416, 1.3348, -0.2016)  -0.09
C (0.0903, 0.5402, -0.8183)  -0.21
C (1.2784, 0.9696, -1.2792)  -0.06
C (1.4985, -1.1772, -0.5000)  -0.08
H (-2.3436, -0.7122, 1.7716)  0.22
H (-1.0022, 2.5156, -0.0164)  0.15
H (1.9619, 1.7664, -1.8067)  0.15
H (2.0659, -2.0624, -0.1252)  0.14
N (-1.8503, -0.3752, 0.7843)  0.02
N (-1.8474, 1.0112, 0.7676)  0.03
N (2.1812, -0.1221, -0.9787)  0.03
N (0.2582, -0.6223, -0.1772)  0.02
O (-0.4919, -2.0095, 1.6752)  0.09

=====

Computed, not measured: one molecule with the formula C5H9NO at a distorted geometry, with wB97M-V/def2-TZVPD.

SMILES: C[C@H]1N[C@H]1[C@H]1CO1
ΔE to the lowest compared entry with this formula, charge and spin: 79.6 kcal per mole
total energy: -325.810655 Eh
frontier orbital gap: 10.3 eV
LUMO: 1.13 eV

Each line ends with the Löwdin charge.
Positions of all 16 atoms, in Å:
C (0.9704, 1.7812, -0.1515)  -0.05
C (0.8535, 0.7674, 0.9636)  -0.31
N (-0.4418, 0.3324, 1.4851)  0.06
C (0.3756, -0.6325, 0.7437)  -0.22
C (-0.1006, -1.1717, -0.5787)  -0.26
C (-1.5060, -1.4659, -0.9060)  -0.12
O (-0.8700, -0.2889, -1.3720)  -0.05
H (1.9450, 1.6830, -0.6421)  0.08
H (0.8907, 2.8044, 0.2346)  0.08
H (0.1951, 1.6358, -0.9055)  0.07
H (1.5886, 0.9089, 1.7607)  0.13
H (-1.1775, 0.6867, 0.8730)  0.09
H (0.8235, -1.4056, 1.3661)  0.13
H (0.3710, -2.0277, -1.0352)  0.14
H (-1.7032, -2.1428, -1.7444)  0.12
H (-2.2144, -1.4649, -0.0915)  0.11

=====

Computed, not measured: a 16-piece molecular cluster, C67H89N7O27 overall at a distorted geometry, with wB97M-V/def2-TZVPD.

total energy: -5021.191077 Eh
frontier orbital gap: 7.8 eV
LUMO: -0.11 eV

Each line ends with the Löwdin charge.
Positions of all 190 atoms, in Å:
N (9.2432, -26.1537, 19.7207)  0.04
C (8.0512, -26.4559, 19.2008)  -0.14
C (7.1436, -25.4774, 18.7183)  -0.05
C (7.5214, -24.1422, 18.9205)  -0.09
C (8.6856, -23.8510, 19.5863)  -0.07
C (9.5487, -24.8963, 19.9273)  -0.16
H (7.8901, -27.5167, 19.0772)  0.10
H (6.2992, -25.7882, 18.1211)  0.08
H (6.9786, -23.2758, 18.5725)  0.08
H (9.0175, -22.8248, 19.6428)  0.10
H (10.5493, -24.8057, 20.3235)  0.10
N (2.3055, -18.9981, 10.2592)  0.07
C (3.4382, -18.3933, 10.7156)  -0.15
C (4.5919, -18.2865, 9.9574)  -0.05
C (4.5979, -18.8412, 8.6562)  -0.09
C (3.5311, -19.5371, 8.1683)  -0.08
C (2.3808, -19.5494, 8.9651)  -0.09
H (3.4826, -18.1768, 11.7728)  0.09
H (5.4879, -17.9570, 10.4625)  0.09
H (5.5333, -18.8308, 8.1164)  0.10
H (3.5473, -20.0122, 7.1986)  0.11
H (1.4936, -20.0347, 8.5860)  0.09
N (3.2500, -29.0401, 12.7294)  0.06
C (3.9932, -29.8757, 13.5277)  -0.14
C (4.7017, -29.4750, 14.6326)  -0.10
C (4.5114, -28.1989, 15.0916)  -0.07
C (3.6882, -27.3362, 14.3222)  -0.04
C (3.0589, -27.8028, 13.1463)  -0.14
H (3.9822, -30.9313, 13.3001)  0.10
H (5.3177, -30.0709, 15.2897)  0.10
H (4.9718, -27.8711, 16.0119)  0.10
H (3.5914, -26.3159, 14.6629)  0.07
H (2.3625, -27.1539, 12.6360)  0.09
C (7.4405, -19.7603, 16.1704)  -0.01
C (7.2786, -19.7775, 14.6794)  -0.33
C (5.8728, -19.9254, 14.1654)  -0.12
O (5.6725, -18.8236, 13.3516)  0.06
C (6.7735, -18.0325, 13.3069)  -0.49
O (6.8928, -17.0031, 12.6563)  0.13
O (7.5719, -18.4206, 14.3436)  0.08
H (6.7540, -19.0150, 16.5722)  0.08
H (8.4543, -19.4330, 16.4008)  0.10
H (7.3181, -20.6995, 16.7099)  0.08
H (8.0116, -20.4971, 14.3147)  0.14
H (5.2572, -19.8298, 15.0599)  0.13
H (5.7919, -20.8688, 13.6255)  0.11
C (7.0006, -22.4874, 8.5976)  0.01
C (6.1232, -22.9914, 9.7237)  -0.33
C (5.6520, -21.8609, 10.6393)  -0.11
O (4.2702, -21.9099, 10.6383)  0.10
C (3.8815, -22.9088, 9.9385)  -0.57
O (2.7152, -23.2888, 9.8782)  0.12
O (4.9070, -23.4489, 9.2794)  0.12
H (8.0499, -22.5302, 8.8895)  0.07
H (6.6983, -21.5072, 8.2288)  0.09
H (6.9320, -23.2695, 7.8416)  0.09
H (6.6294, -23.7882, 10.2686)  0.14
H (5.9873, -20.8812, 10.2989)  0.12
H (5.9794, -21.8080, 11.6776)  0.10
C (-1.1488, -20.0582, 10.2649)  -0.04
C (-1.7628, -18.8312, 9.6358)  -0.31
C (-2.0915, -17.7811, 10.6931)  -0.11
O (-1.6577, -16.6101, 10.0398)  0.05
C (-0.7944, -16.8798, 9.0096)  -0.47
O (-0.2462, -16.0134, 8.3496)  0.13
O (-0.8572, -18.2325, 8.6767)  0.07
H (-1.7521, -20.5317, 11.0395)  0.07
H (-0.2176, -19.6906, 10.6961)  0.07
H (-0.9067, -20.7963, 9.5003)  0.08
H (-2.7162, -19.0809, 9.1700)  0.15
H (-1.5957, -17.9323, 11.6519)  0.10
H (-3.1599, -17.7201, 10.9003)  0.14
C (-2.5750, -23.8161, 15.9594)  -0.01
C (-3.2297, -23.1823, 14.7334)  -0.29
C (-4.4235, -22.2734, 15.0161)  -0.11
O (-4.2210, -21.1256, 14.2480)  0.11
C (-2.9480, -21.1192, 13.8445)  -0.58
O (-2.3776, -20.1972, 13.3377)  0.14
O (-2.3250, -22.2337, 14.1741)  0.08
H (-3.1551, -24.7065, 16.2017)  0.09
H (-2.6298, -23.2078, 16.8622)  0.07
H (-1.5493, -24.1400, 15.7830)  0.08
H (-3.4932, -23.9340, 13.9894)  0.16
H (-4.4140, -22.0348, 16.0796)  0.13
H (-5.3297, -22.8452, 14.8157)  0.14
C (4.0715, -17.3273, 17.5713)  0.01
C (3.5824, -18.5862, 18.3351)  -0.32
C (2.8107, -19.6096, 17.4972)  -0.09
O (3.6904, -20.7082, 17.4923)  0.07
C (4.6643, -20.5468, 18.3745)  -0.53
O (5.4548, -21.3849, 18.7440)  0.12
O (4.7461, -19.2196, 18.7445)  0.07
H (4.7035, -16.6828, 18.1822)  0.09
H (3.2198, -16.7556, 17.2028)  0.07
H (4.7078, -17.5439, 16.7132)  0.08
H (3.0545, -18.3476, 19.2584)  0.13
H (2.7314, -19.1992, 16.4906)  0.13
H (1.8553, -19.8214, 17.9772)  0.12
C (0.9767, -17.3421, 21.4698)  -0.02
C (0.0625, -16.7756, 20.3762)  -0.31
C (0.7594, -15.6332, 19.6760)  -0.08
O (0.7682, -15.9212, 18.2566)  0.06
C (0.3550, -17.2132, 18.1239)  -0.50
O (0.3096, -17.8829, 17.0759)  0.10
O (-0.0501, -17.6798, 19.3122)  0.07
H (1.9878, -17.5309, 21.1091)  0.08
H (0.5891, -18.2768, 21.8751)  0.07
H (1.0449, -16.7178, 22.3607)  0.09
H (-0.9355, -16.5811, 20.7688)  0.16
H (1.7472, -15.4895, 20.1140)  0.13
H (0.2120, -14.7051, 19.8402)  0.14
C (0.7758, -16.8974, 13.2209)  0.00
C (-0.4039, -15.9336, 13.4608)  -0.33
C (-0.4269, -15.2857, 14.8212)  -0.06
O (-0.5432, -13.8995, 14.4840)  0.12
C (-0.5080, -13.7034, 13.2357)  -0.59
O (-0.5244, -12.5975, 12.6715)  0.10
O (-0.3199, -14.8564, 12.5524)  0.10
H (0.7332, -17.7694, 13.8736)  0.08
H (1.7168, -16.3479, 13.1975)  0.09
H (0.7234, -17.1450, 12.1607)  0.07
H (-1.2927, -16.5438, 13.3006)  0.14
H (0.4501, -15.4944, 15.4339)  0.13
H (-1.3392, -15.6623, 15.2838)  0.14
C (10.8496, -23.8432, 10.7518)  0.01
C (10.9388, -22.4764, 11.4528)  -0.34
C (11.0960, -21.3204, 10.5003)  -0.10
O (9.7930, -20.8127, 10.4000)  0.09
C (9.1433, -21.2240, 11.4851)  -0.60
O (8.1387, -20.7255, 11.7909)  0.19
O (9.8176, -22.1288, 12.2066)  0.11
H (10.8447, -24.7084, 11.4146)  0.09
H (11.6788, -23.8645, 10.0446)  0.09
H (9.9431, -23.7572, 10.1526)  0.08
H (11.7213, -22.4157, 12.2093)  0.16
H (11.3209, -21.6934, 9.5011)  0.14
H (11.7406, -20.4960, 10.8054)  0.15
C (-0.5192, -23.3604, 11.2396)  -0.02
C (0.1966, -24.6633, 11.4334)  -0.35
C (1.1853, -24.6910, 12.5338)  -0.12
O (0.6911, -25.6581, 13.4403)  0.03
C (-0.4629, -26.2481, 12.9664)  -0.45
O (-1.1572, -27.0386, 13.5838)  0.12
O (-0.7960, -25.6443, 11.7386)  0.07
H (0.1482, -22.5147, 11.0744)  0.08
H (-1.2640, -23.1710, 12.0126)  0.08
H (-1.1061, -23.4391, 10.3245)  0.09
H (0.6126, -24.8142, 10.4374)  0.14
H (1.0692, -23.7202, 13.0157)  0.12
H (2.1874, -24.7078, 12.1054)  0.12
N (3.0462, -21.6718, 13.7465)  0.04
C (2.1793, -20.7851, 13.1670)  -0.12
C (1.0426, -20.6639, 13.9405)  -0.10
C (1.2680, -21.4500, 15.0510)  -0.12
C (2.5146, -22.0644, 14.9514)  -0.13
H (3.9775, -21.9161, 13.4415)  0.09
H (2.2796, -20.3787, 12.1714)  0.08
H (0.1689, -20.1122, 13.6263)  0.08
H (0.6133, -21.4882, 15.9091)  0.09
H (3.0275, -22.7836, 15.5729)  0.09
N (7.4320, -24.5624, 14.0771)  0.03
C (6.3860, -24.6126, 13.1850)  -0.12
C (5.2858, -24.0961, 13.8353)  -0.12
C (5.6901, -23.5137, 15.1185)  -0.08
C (6.9582, -23.9984, 15.2406)  -0.15
H (8.3385, -24.9799, 13.9224)  0.15
H (6.4536, -25.0557, 12.2024)  0.11
H (4.2481, -24.0945, 13.5358)  0.08
H (5.1132, -22.9763, 15.8567)  0.08
H (7.6748, -23.8364, 16.0323)  0.10
N (0.7331, -22.8033, 19.4204)  0.02
C (-0.2939, -22.4660, 18.5379)  -0.15
C (-0.8387, -21.3145, 18.9395)  -0.10
C (-0.0608, -20.8971, 20.0874)  -0.10
C (0.9441, -21.8262, 20.3321)  -0.12
H (1.2694, -23.6585, 19.3874)  0.11
H (-0.6061, -23.1664, 17.7774)  0.07
H (-1.6426, -20.7346, 18.5109)  0.10
H (-0.1901, -19.9527, 20.5952)  0.06
H (1.7193, -21.9810, 21.0680)  0.11
N (0.9228, -25.8087, 18.3483)  0.01
C (1.8554, -26.2723, 19.2633)  -0.14
C (3.1113, -25.9896, 18.7946)  -0.12
C (3.0219, -25.4290, 17.5042)  -0.08
C (1.6331, -25.2317, 17.3353)  -0.15
H (-0.0850, -25.7776, 18.4076)  0.15
H (1.4855, -26.8741, 20.0803)  0.11
H (4.0906, -26.1775, 19.2095)  0.08
H (3.8406, -25.2244, 16.8302)  0.07
H (1.0437, -24.8172, 16.5309)  0.10

=====

Computed, not measured: C29H74LiN4O17P as an isolated structure at a distorted geometry, with wB97M-V/def2-TZVPD.

total charge: +2
ΔE to the lowest compared entry with this formula, charge and spin: 51.0 kcal per mole
total energy: -2995.156092 Eh
frontier orbital gap: 5.7 eV
LUMO: -5.16 eV

Each line ends with the Löwdin charge.
Positions of all 126 atoms, in Å:
C (1.9943, -0.1159, 5.0228)  -0.01
N (2.6592, -0.7183, 3.8151)  -0.32
C (2.4273, 0.1299, 2.5825)  -0.01
C (4.1703, -0.7233, 4.1621)  0.05
C (2.1818, -2.0793, 3.7003)  -0.15
C (2.2468, -3.1132, 4.8689)  -0.22
O (1.9163, -4.4140, 4.3941)  -0.04
H (1.9103, 0.8913, 4.8511)  0.07
H (2.2528, -0.5703, 6.0920)  0.16
H (0.8498, -0.3220, 5.0401)  0.13
H (1.4493, 0.5058, 2.4784)  0.06
H (2.6378, -0.0966, 1.4529)  0.14
H (2.8562, 1.0989, 2.6055)  0.08
H (4.4015, 0.4739, 4.1696)  0.17
H (4.6369, -1.1952, 3.2878)  0.11
H (4.4459, -1.2056, 5.1000)  0.10
H (2.6343, -2.5738, 2.8750)  0.13
H (1.1825, -2.1117, 3.3664)  0.10
H (1.8681, -2.7081, 5.8214)  0.13
H (3.2154, -3.2750, 5.1616)  0.09
H (0.9026, -4.4275, 4.4349)  0.13
C (-0.8580, 2.8485, -2.7328)  0.00
N (-0.4166, 2.5678, -4.1176)  -0.36
C (-1.3867, 1.5169, -4.5867)  0.03
C (-0.3764, 3.7704, -4.9067)  0.03
C (0.8250, 1.8863, -4.0940)  -0.17
C (1.9998, 2.4984, -3.3326)  -0.25
O (3.1941, 1.8431, -3.2523)  -0.04
H (-0.4395, 2.0290, -1.8823)  0.15
H (-1.9608, 3.0759, -2.6670)  0.13
H (-0.3519, 3.8177, -2.5251)  0.11
H (-1.1778, 0.8956, -5.4806)  0.14
H (-2.2516, 2.0674, -4.8960)  0.11
H (-1.7323, 0.9180, -3.9375)  0.01
H (-0.0404, 3.6932, -5.8358)  0.08
H (0.4613, 4.3169, -4.5761)  0.09
H (-1.4217, 4.0739, -4.7822)  0.14
H (1.0903, 1.6745, -5.0283)  0.11
H (0.5964, 0.8952, -3.7541)  0.11
H (1.7935, 2.5966, -2.2122)  0.12
H (2.2097, 3.5245, -4.0399)  0.18
H (2.8837, 1.3612, -2.5568)  -0.08
C (-1.6221, 0.7455, 3.0617)  -0.02
N (-2.7877, 0.3378, 2.1893)  -0.31
C (-3.0958, -1.0810, 2.5877)  -0.03
C (-3.9828, 1.2976, 2.3615)  0.07
C (-2.1572, 0.1763, 0.7163)  -0.01
C (-3.2750, -0.2716, -0.3749)  -0.12
O (-2.5938, -0.2767, -1.6588)  -0.08
H (-1.9172, 0.9992, 4.1385)  0.13
H (-1.2890, 1.7888, 2.6349)  0.13
H (-0.7817, 0.0713, 3.0376)  0.06
H (-3.9415, -1.5386, 2.0084)  0.12
H (-3.2779, -1.0266, 3.6136)  0.08
H (-2.3159, -1.7937, 2.4152)  0.07
H (-4.8863, 0.6459, 1.8967)  0.17
H (-3.7254, 1.9394, 1.7136)  -0.01
H (-4.1110, 1.9624, 3.2576)  0.14
H (-1.1790, -0.2114, 0.8022)  0.08
H (-1.8648, 1.2531, 0.5329)  0.12
H (-4.0411, 0.1382, -0.3097)  -0.01
H (-3.4600, -1.2951, -0.0152)  0.11
H (-1.6144, -0.2801, -1.5628)  -0.04
C (-0.3688, -4.0563, -1.2397)  -0.03
N (-0.2877, -4.7382, 0.1090)  -0.35
C (0.2062, -6.0515, -0.0992)  -0.06
C (0.6516, -3.9768, 1.0317)  -0.01
C (-1.6933, -4.6153, 0.7100)  -0.11
C (-2.1760, -5.7158, 1.6194)  -0.29
O (-3.2968, -5.1688, 2.2476)  -0.06
H (0.6994, -3.8680, -1.7148)  0.14
H (-0.5859, -2.9417, -1.2205)  0.09
H (-1.1330, -4.5898, -2.1304)  0.21
H (1.3231, -5.9975, -0.4176)  0.14
H (0.0749, -6.5491, -1.0736)  0.12
H (0.0419, -6.7671, 0.7948)  0.15
H (0.3863, -2.8674, 1.0947)  0.10
H (1.6188, -4.0251, 0.5845)  0.08
H (0.6312, -4.4669, 2.0819)  0.12
H (-2.5763, -4.7323, 0.1898)  0.11
H (-1.8722, -3.5532, 0.9694)  0.13
H (-1.5273, -6.0960, 2.3399)  0.10
H (-2.4947, -6.5712, 1.0279)  0.14
H (-2.8899, -4.5220, 2.9993)  0.18
Li (2.9398, -1.8850, -1.2005)  0.73
P (0.9735, -0.0091, -0.9633)  -0.23
O (0.9805, 1.2664, -0.1797)  -0.35
O (2.3669, 0.0442, -1.7216)  -0.46
O (-0.1476, -0.4749, -1.6470)  -0.26
O (1.4708, -1.1943, -0.2214)  -0.49
C (-1.1261, -2.0366, -4.5816)  -0.04
O (-2.0871, -1.7119, -5.5481)  0.03
C (-3.0120, -2.5322, -6.0758)  -0.56
O (-3.2778, -3.5376, -5.5957)  0.20
O (-3.6086, -1.8618, -7.1821)  0.01
C (-4.5219, -2.7322, -7.8675)  -0.06
H (-0.2011, -1.4348, -4.6161)  0.13
H (-0.8171, -2.8974, -4.4619)  0.01
H (-1.3449, -1.8377, -3.6519)  0.02
H (-4.0817, -3.3935, -8.4798)  0.06
H (-5.4490, -2.1800, -8.3377)  0.15
H (-5.0916, -3.3736, -7.3645)  0.03
C (7.3373, 3.8496, 3.3300)  -0.02
O (6.4705, 3.0015, 2.5995)  0.04
C (5.6769, 3.4713, 1.6934)  -0.54
O (5.6385, 4.6043, 1.1654)  0.08
O (4.7029, 2.5687, 1.2480)  -0.11
C (3.8395, 2.9185, 0.1153)  -0.04
H (8.2713, 3.2395, 3.7149)  0.15
H (7.1716, 4.3564, 4.1038)  0.01
H (7.9092, 4.4927, 2.6857)  0.10
H (3.4931, 4.0173, 0.3032)  0.11
H (2.9207, 2.2106, 0.0749)  0.07
H (4.5678, 2.7894, -0.8282)  0.14
C (-0.0895, 3.8509, 0.9045)  0.03
O (-0.9707, 4.8738, 0.3519)  0.05
C (-1.9957, 5.1036, 1.0033)  -0.62
O (-2.3395, 4.4368, 2.0017)  0.04
O (-2.5911, 6.2476, 0.5148)  0.00
C (-3.7962, 6.7825, 1.0524)  -0.06
H (-0.0325, 4.0291, 2.0546)  0.14
H (0.8154, 3.7180, 0.4256)  0.05
H (-0.7675, 3.0990, 0.7293)  0.02
H (-4.7741, 6.5981, 0.4747)  0.12
H (-3.5542, 7.8552, 0.9205)  0.11
H (-4.1602, 6.6363, 2.0213)  0.06

=====

Among the records above, which one has the lowest LUMO?
C29H74LiN4O17P

=====

Look up the LUMO of the third one.
-0.11 eV

=====

The lowest total energy belongs to which entry?
C67H89N7O27